(1)
24
Properties=species:S:1:pos:R:3:forces:R:3 method="wB97M-V/def2-TZVPD" total_charge=+1 energy_ev=-13986.1445 homo_ha=-0.4592 multiplicity=1 relative_energy_kcal_mol=122.22
C -1.64388 3.70201 0.41782 2.02 -3.67 2.69
C -1.52864 3.49102 1.74924 -0.78 0.48 1.05
C -0.65925 1.71533 0.78141 0.96 -3.05 -0.14
C 0.48778 -1.82044 -2.23409 0.63 1.05 2.91
C -0.49303 -1.31097 -1.46867 -0.98 -0.24 -1.65
C 1.45901 -2.59572 -0.06279 -0.12 0.91 0.65
C 0.21777 -1.95385 0.75946 0.43 0.80 0.13
C 1.72737 -1.68622 -1.30128 0.21 0.61 -0.61
C 0.16964 -0.86947 -0.23804 -1.11 0.77 -0.12
N -1.11149 2.54704 -0.15828 0.43 0.27 1.65
N -0.90867 2.25191 1.99384 -1.05 2.12 -3.47
N 1.34540 -0.36917 -0.63600 -0.07 0.41 -2.89
H -2.14133 4.33476 -0.15272 -1.94 3.20 -2.06
H -1.95464 4.04103 2.58152 0.26 0.13 -0.33
H 0.39902 -2.41016 -3.08812 -0.04 -0.74 -1.28
H -1.55155 -1.40727 -1.69907 0.17 0.16 0.45
H 2.33652 -2.44600 0.54589 0.19 -0.79 0.47
H 1.15018 -3.56660 -0.30200 0.36 -1.71 -0.20
H -0.70876 -2.46840 0.62287 -0.32 -0.86 0.54
H 0.46262 -1.73755 1.81043 -0.03 -0.03 -0.59
H 2.79113 -1.72697 -1.69664 -1.55 0.13 0.38
H -0.85090 1.81876 2.87322 0.32 -0.57 0.88
H 1.89063 0.06910 0.01550 2.07 0.63 2.19
H -0.88493 2.39783 -1.11350 -0.09 -0.01 -0.65



(2)
24
Properties=species:S:1:pos:R:3:forces:R:3 method="wB97M-V/def2-TZVPD" total_charge=+1 energy_ev=-13988.4825 homo_ha=-0.4217 multiplicity=1 smiles="N[C@@H]1[NH2+]C=CN1c1ccccc1" relative_energy_kcal_mol=68.31
C 1.89207 -0.24319 -3.15362 -1.13 3.98 0.41
C 1.39410 -1.36378 -2.64587 0.30 -4.76 2.17
C 1.45771 0.96819 -2.57279 -0.27 1.62 -0.61
C 0.63728 -1.48673 -1.43677 1.62 4.84 -3.25
C 0.49830 0.96560 -1.57598 0.77 0.32 0.20
C 0.15561 -0.23484 -0.97837 0.53 -3.00 -1.07
C -1.27937 -1.34421 0.67402 -1.58 -1.02 2.09
C -1.81000 -1.04607 1.91649 0.07 -1.66 0.21
C -0.83003 0.97625 1.24908 -1.51 0.96 -3.76
N -0.81088 -0.33229 -0.03937 -1.83 3.82 4.32
N 0.34668 1.31092 1.75846 1.30 -0.91 1.57
N -1.62216 0.35888 2.30158 -0.45 -0.92 0.06
H 2.32622 -0.07305 -4.08915 1.28 -0.73 -1.12
H 1.78308 -2.33474 -3.01016 -0.53 0.62 -0.27
H 1.73723 2.00275 -2.98230 -0.23 -1.88 0.43
H 0.34669 -2.40877 -1.10723 -0.63 -2.04 1.04
H 0.04913 1.89978 -1.25334 0.03 -0.09 0.03
H -1.38796 -2.38106 0.31757 0.39 0.61 0.01
H -2.18556 -1.63071 2.79304 0.29 0.10 -1.62
H -1.37253 1.86364 0.74004 0.83 -1.74 0.80
H 0.92188 1.91877 1.23544 0.94 0.37 -0.39
H 0.76227 0.54658 2.31328 0.48 0.92 -0.69
H -2.50426 0.84980 2.35648 -0.49 0.12 0.24
H -1.17502 0.38179 3.24167 -0.18 0.49 -0.78



(3)
25
Properties=species:S:1:pos:R:3:forces:R:3 method="wB97M-V/def2-TZVPD" total_charge=+1 energy_ev=-16033.7638 homo_ha="-0.4637 / -0.4168" multiplicity=1 relative_energy_kcal_mol=135.58
C -2.38219 2.12006 0.34939 -0.93 2.60 -0.31
C -1.01208 2.21853 0.25005 0.48 0.08 0.76
C -3.03730 0.95424 0.15203 -2.11 -2.71 -0.82
C -0.94589 -0.18908 -0.47095 -0.81 1.22 0.38
C -0.35594 1.07732 0.00856 0.48 -0.84 -0.18
C -2.43446 -0.25423 -0.32216 1.88 2.44 0.74
C 1.88426 0.24062 -0.02952 2.28 0.30 -0.88
C 1.70256 -0.63067 1.10829 0.69 -3.34 -0.27
C 3.16580 0.15718 -0.82699 -1.34 -0.36 -1.85
N -0.12447 -0.92996 -1.12274 -0.15 -1.44 -0.33
N 1.04327 1.24561 -0.19202 -1.53 1.15 -0.74
N -3.19992 -1.24164 -0.77166 -0.27 3.77 0.04
O 1.37456 2.36973 -0.65032 1.15 -0.36 -0.36
H -2.82531 3.13384 0.41121 -0.62 -1.16 0.52
H -0.46419 3.14238 0.44422 -0.38 -0.32 -0.16
H -4.14708 0.76656 0.22185 1.12 1.17 0.11
H 2.36348 -0.44630 1.95770 0.50 0.48 -0.35
H 2.00522 -1.67664 0.72152 -0.53 1.38 0.87
H 0.73091 -0.67873 1.55273 -0.71 0.13 -0.15
H 3.83297 -0.31464 -0.21872 1.96 -1.44 1.86
H 3.71488 1.00338 -1.22678 -0.90 0.73 0.14
H 3.10289 -0.56790 -1.70964 -0.64 0.87 1.08
H -0.54146 -1.80332 -1.48068 0.25 0.48 0.13
H -4.16066 -1.07352 -0.83030 -1.51 0.08 -0.03
H -2.91990 -2.11946 -0.76741 1.62 -4.90 -0.22



(4)
26
Properties=species:S:1:pos:R:3:forces:R:3 method="wB97M-V/def2-TZVPD" total_charge=+1 energy_ev=-18075.7824 homo_ha="-0.4116 / -0.4116" multiplicity=1 relative_energy_kcal_mol=205.07
C -2.18664 -0.55613 0.24185 -1.67 -0.75 -1.47
C -3.26220 -0.76983 -0.31379 2.43 0.42 2.13
C -0.69118 1.16163 0.67864 1.28 1.91 0.31
C -0.86243 -0.18051 0.60273 -0.84 -0.61 0.00
C 0.66847 1.63262 0.88910 0.50 -1.70 -0.37
C 1.79715 0.13493 -0.56217 0.50 2.05 -1.88
C 0.20728 -1.25002 0.76940 0.56 0.83 1.00
C 1.44856 -1.18982 -0.11156 -0.27 0.15 -0.18
C -4.56694 -1.19172 -0.73008 -0.17 -1.09 0.15
N 2.82143 0.27495 -1.39449 -2.38 2.04 1.32
N 2.75860 -1.58660 0.57514 -2.60 -0.86 0.84
N 0.90330 3.08393 0.47918 -2.45 -0.14 -2.54
O 3.59464 -2.02956 -0.14014 1.71 -0.48 -0.99
O 2.78261 -1.42715 1.75770 0.74 0.14 0.90
H -1.56430 1.88807 0.63137 1.00 -1.11 -0.27
H 0.70656 -1.13664 1.72698 -0.43 0.47 0.71
H -0.15768 -2.25954 0.79683 -0.64 -0.26 -0.36
H 1.30350 -1.81292 -0.97392 0.42 -0.45 -0.47
H -4.87095 -0.63409 -1.59187 -0.21 -0.15 -0.87
H -4.51402 -2.29956 -0.85445 -0.38 0.86 -0.40
H -5.33181 -0.98937 0.01265 0.08 0.06 0.40
H 3.58143 -0.32146 -1.64963 0.29 -1.01 -0.08
H 2.79941 1.20815 -1.78105 0.89 -0.14 -0.23
H 0.39908 3.64066 1.21404 1.73 -0.05 -0.38
H 0.37212 3.36959 -0.39952 0.15 -0.46 0.97
H 1.86401 3.24040 0.12707 -0.25 0.32 1.77



(5)
25
Properties=species:S:1:pos:R:3:forces:R:3 method="wB97M-V/def2-TZVPD" energy_ev=-15481.5939 homo_ha=-0.3134 multiplicity=1 relative_energy_kcal_mol=145.22
C 0.32706 2.27236 -0.77147 2.30 1.39 0.60
C 0.14484 1.01810 0.20259 -2.06 1.19 -2.85
C 0.45076 1.30695 1.63145 0.27 0.57 1.36
C -1.86162 -0.18865 -1.25472 -1.44 -1.34 2.23
C -2.92234 -1.03669 -0.93587 -0.15 0.26 2.72
C -2.29900 -0.06437 0.92090 0.40 -0.23 1.14
C 2.28720 0.12672 -0.78420 3.91 1.66 -3.10
C 3.34749 -0.88302 -0.26760 -6.68 2.80 -3.30
C 1.26992 -1.18816 0.58038 0.60 -2.99 -1.28
H 1.65579 2.56864 -0.63107 -4.39 -0.87 -0.98
H -0.21134 3.35912 -0.61584 0.96 -3.30 0.22
H -0.02773 1.82729 -1.75736 1.12 1.14 0.78
H 0.26254 0.47362 2.26794 -0.54 -0.92 0.31
H -0.16221 2.12368 2.03585 0.41 0.05 -0.28
H 1.55747 1.44404 1.84685 -1.24 0.39 -0.91
H -1.17126 -0.36132 -1.99330 1.01 0.21 -2.37
H -3.65945 -1.64317 -1.52137 1.38 0.69 0.37
H -2.24330 0.30142 2.02130 0.16 -0.54 -2.23
H 2.25140 0.95324 -1.74357 0.97 -2.44 3.19
H 4.31195 -0.93768 -0.83002 -0.99 -0.67 1.15
H 0.48932 -1.84188 1.10089 0.80 1.72 -0.87
N -1.41039 0.51736 -0.13298 -0.89 -1.86 3.63
N -3.17310 -1.02931 0.59521 2.86 3.71 -3.90
N 1.05488 -0.03381 -0.25924 1.10 -3.00 2.84
N 2.45444 -1.80373 0.35286 0.14 2.36 1.51



(6)
26
Properties=species:S:1:pos:R:3:forces:R:3 method="wB97M-V/def2-TZVPD" energy_ev=-17532.8111 homo_ha="-0.3412 / -0.3412" multiplicity=1 smiles="CC(C)(/N=C/C=C1N=CC=N1)C(N)=O" relative_energy_kcal_mol=57.90
C -4.11809 0.33754 0.62971 -1.51 0.58 -0.77
C -2.93865 1.04909 1.03291 1.96 -0.65 0.08
C -2.47986 -0.17012 -0.61587 -0.30 0.14 -0.96
C -1.63750 -0.84362 -1.40138 -1.45 -2.82 -1.45
C -0.23742 -0.95573 -1.07492 1.39 0.30 -1.59
C 1.88811 1.18640 -0.30977 1.13 2.24 -2.81
C 2.51102 -1.32749 -0.51342 0.81 0.23 -1.14
C 1.98479 -0.32628 1.70414 1.07 1.27 -1.63
C 1.62378 -0.23495 0.16297 2.91 -2.27 0.93
N -3.86514 -0.23935 -0.50209 -0.77 -1.54 -0.10
N -1.93525 0.67294 0.28128 -0.61 2.48 2.25
N 0.27155 -0.52565 0.00103 -2.24 -0.68 -0.12
N 0.71662 1.81933 -0.45124 -1.94 0.10 0.77
O 2.93845 1.73784 -0.73250 -1.57 -2.14 1.78
H -5.14478 0.37113 1.05900 1.00 0.00 -0.38
H -2.72855 1.73525 1.81359 -0.38 0.53 0.70
H -2.02412 -1.50804 -2.25923 0.55 1.22 1.49
H 0.35343 -1.29843 -1.96731 -0.05 0.26 0.83
H 2.52492 -1.36861 -1.64488 -0.55 0.26 1.13
H 2.14011 -2.33924 -0.14224 0.99 1.30 -0.27
H 3.57916 -1.04040 -0.32067 -0.89 -0.83 0.36
H 1.10059 -0.23291 2.26674 -1.14 0.04 0.73
H 2.61561 0.57036 1.90345 -0.04 -0.96 0.29
H 2.48641 -1.27106 1.90722 0.08 0.23 0.17
H -0.18032 1.43780 -0.14252 0.46 -0.44 0.22
H 0.55514 2.76418 -0.68402 1.11 1.14 -0.49



(7)
28
Properties=species:S:1:pos:R:3:forces:R:3 method="wB97M-V/def2-TZVPD" energy_ev=-21628.2112 homo_ha=-0.3483 multiplicity=1 smiles="CCC1=N[C@@H]2C(=[N+]1[O-])C(=O)N(C)C(=O)N2C" relative_energy_kcal_mol=0.00
O -1.79453 -1.14459 -1.54672 0.53 -0.08 0.14
O 0.90958 -3.82327 0.83580 -0.39 -0.13 -0.09
O -1.74465 1.57410 -0.21996 -0.15 1.15 0.31
N 1.28219 0.94076 1.25243 -1.65 0.25 -0.08
C -0.81740 -1.25980 -0.82221 -2.91 0.11 -1.74
C 0.54593 -2.71325 0.49886 1.71 -0.45 1.41
C 0.23981 1.70512 1.01885 4.16 -0.06 2.32
C -0.24286 -0.10498 -0.16549 2.46 -1.28 0.86
N -0.26848 -2.53092 -0.60302 0.89 2.40 0.32
N 0.99726 -1.59895 1.22813 -0.94 0.51 0.53
N -0.64868 1.10095 0.14022 -3.25 -1.91 -2.07
C -0.67151 -3.66969 -1.38305 -1.69 -1.06 -0.47
C 1.84588 -1.79262 2.43854 0.30 0.64 -1.24
C 1.06325 -0.32445 0.49389 0.18 0.29 -0.08
C -0.83202 3.01041 2.94504 0.14 -0.44 -0.25
C 0.03340 3.06402 1.67571 -0.64 0.04 -0.88
H -1.23280 -3.44761 -2.32989 0.72 0.46 1.16
H -1.33226 -4.28313 -0.76265 -0.16 0.07 -0.13
H 0.13455 -4.33971 -1.61206 0.80 0.14 -0.05
H 2.87483 -1.91967 2.08425 0.01 -0.27 0.42
H 1.52389 -2.61483 3.04948 -0.20 -0.56 -0.24
H 1.82156 -0.90936 3.07959 -0.21 0.13 -0.42
H 1.85917 -0.47262 -0.26298 0.03 0.72 0.19
H -1.01249 4.02270 3.33344 -0.01 -0.42 -0.16
H -0.30153 2.41711 3.67983 0.12 0.06 0.38
H -1.76549 2.47745 2.76177 -0.15 0.33 -0.07
H 0.99939 3.49428 1.92978 0.17 -0.30 -0.16
H -0.44101 3.74494 0.95124 0.11 -0.34 0.08



(8)
30
Properties=species:S:1:pos:R:3:forces:R:3 method="wB97M-V/def2-TZVPD" total_charge=+1 energy_ev=-52958.3051 homo_ha=-0.4220 multiplicity=1 relative_energy_kcal_mol=35.05
Pd -0.55058 -0.07264 -0.33489 -0.69 -0.52 -0.64
C -5.11275 0.61806 2.15565 -0.02 -0.11 -0.11
S -4.09267 -0.78023 2.67982 0.03 0.12 0.09
C -2.65810 -0.57217 1.71340 -0.16 -0.02 -0.09
S -2.79112 -0.04962 0.04875 0.22 0.15 0.42
N -1.55701 -0.93022 2.29506 0.22 -0.07 -0.28
N -0.48120 -0.86555 1.43852 0.02 0.02 0.20
C 0.67119 -1.23557 1.85512 0.07 -0.02 0.00
C 1.79721 -1.13608 0.92404 -0.18 -0.07 0.08
C 3.08425 -1.47408 1.28996 0.08 -0.04 -0.04
C 4.09422 -1.38251 0.33965 -0.03 -0.01 0.04
C 3.77345 -0.96680 -0.93819 -0.01 -0.01 -0.04
C 2.45633 -0.63417 -1.22629 0.00 -0.05 0.01
N 1.48669 -0.71006 -0.32279 0.16 0.30 0.17
H -6.01804 0.54173 2.75466 0.00 0.01 0.01
H -5.37925 0.56026 1.10406 -0.01 -0.01 0.00
H -4.60775 1.55343 2.37944 -0.01 0.01 -0.01
H 0.78235 -1.61877 2.86308 -0.01 0.01 0.00
H 3.28884 -1.80538 2.29852 0.00 0.00 0.00
H 5.11209 -1.63985 0.59807 0.00 0.00 0.00
H 4.52328 -0.89668 -1.71282 0.00 0.00 0.01
H 2.16870 -0.30362 -2.21401 0.01 0.04 0.01
N -0.95368 0.94960 -2.32669 0.46 -0.12 0.35
C 0.01959 1.94853 -2.08384 0.14 0.38 0.39
N 1.05355 1.99138 -2.93561 -0.14 -0.18 -0.22
S -0.08886 2.86703 -0.72220 0.03 0.16 -0.12
H -0.91322 0.48745 -3.22783 -0.10 -0.08 0.03
H -1.88156 1.27616 -2.08184 -0.05 0.06 -0.20
H 1.00241 1.60933 -3.86715 0.00 0.02 0.00
H 1.77164 2.67106 -2.74364 -0.03 0.05 -0.04



(9)
27
Properties=species:S:1:pos:R:3:forces:R:3 method="wB97M-V/def2-TZVPD" total_charge=-1 energy_ev=-30040.7256 homo_ha=-0.1492 multiplicity=1 relative_energy_kcal_mol=54.51
C 3.90173 0.58612 0.30975 0.36 -1.11 -0.60
C -0.87589 1.94980 0.32504 0.19 5.64 0.40
C 3.49679 -0.31148 -0.96393 -0.29 -0.46 2.41
C 2.19799 0.42296 -0.60879 -2.59 -0.57 -2.93
C -1.07568 0.61113 0.07683 -1.02 -2.99 -0.21
C -0.37471 -0.45644 0.85231 1.73 -0.31 -1.48
C 0.25806 0.06266 2.15255 -0.30 3.11 -3.14
C -1.31476 -1.60361 1.08146 -0.20 1.92 1.80
C -2.53196 1.28328 -1.65137 2.90 -0.68 -0.20
N 2.66985 1.11924 0.47149 0.88 0.39 1.06
O -1.90517 1.47019 1.06271 0.48 1.11 -0.39
O 4.98640 0.69818 0.85443 -0.06 0.29 0.24
O -0.45600 3.07494 0.07115 -0.77 -2.82 0.73
O -1.82622 0.19253 -0.98540 0.34 0.38 0.18
S 0.87259 -1.05569 -0.39630 0.59 -0.03 0.94
H 4.10174 -0.16258 -1.81261 0.29 0.67 -1.36
H 3.44863 -1.41614 -0.77642 0.06 0.95 0.06
H 1.56198 0.98073 -1.36881 1.18 -0.28 0.62
H 1.18942 0.60503 1.81976 -0.88 -0.10 1.00
H 0.47508 -0.74151 2.70537 1.19 -3.05 2.12
H -0.48302 0.65994 2.69871 0.38 0.11 -0.11
H -2.23697 -1.13491 0.91918 -2.01 -0.16 -0.41
H -1.30250 -1.76754 2.14480 0.11 -0.87 0.38
H -1.17790 -2.44045 0.49120 0.30 -1.66 -1.06
H -1.75160 2.11613 -1.72355 -1.60 -0.79 -0.58
H -3.33179 1.52669 -1.02093 -1.31 0.78 0.58
H -2.84782 0.82377 -2.58742 0.03 0.53 -0.06



(10)
24
Properties=species:S:1:pos:R:3:forces:R:3 method="wB97M-V/def2-TZVPD" total_charge=+1 energy_ev=-23887.9997 homo_ha="-0.4655 / -0.4655" multiplicity=1 relative_energy_kcal_mol=129.86
C 2.76716 -1.71046 0.17264 -2.15 1.52 -0.16
C 3.57748 -0.60804 0.23193 1.35 1.86 -0.62
C 1.33574 -1.58730 -0.07985 3.22 2.76 0.08
C 3.05212 0.68851 0.07948 0.47 1.36 1.40
C 0.98445 -0.29462 -0.26027 -1.27 -0.49 0.09
C 1.67404 0.84864 -0.04240 -0.76 0.43 -0.38
C -0.84131 1.50172 0.56401 -1.98 3.19 -1.12
C -1.82397 0.80825 -1.52835 -2.49 2.44 -0.25
C -2.85615 -0.93676 0.78890 0.19 -0.99 -1.53
N -1.11072 0.43250 -0.32534 2.38 -2.52 0.06
O -1.52191 -0.77916 0.30161 0.80 0.37 -0.86
S 0.72492 2.30991 0.10914 -0.01 0.77 0.07
H 3.07398 -2.65959 0.45573 0.79 -1.69 0.04
H 4.69041 -0.55451 0.33972 -1.18 -0.97 0.21
H 0.84054 -2.45787 -0.16071 -2.21 -2.52 -0.23
H 3.66050 1.62988 0.35516 -0.86 -1.77 -0.79
H -1.70433 2.32286 0.35106 2.11 -1.53 0.94
H -0.86823 1.17991 1.57013 0.11 -0.39 1.03
H -1.85631 0.01805 -2.24433 0.51 -0.42 -0.55
H -2.98847 0.99369 -1.27843 2.57 -0.22 -0.23
H -1.43425 1.83908 -1.95546 -0.51 -2.40 0.90
H -3.59829 -0.64125 0.03124 0.14 -0.52 0.11
H -2.98109 -0.26869 1.60649 -0.36 -0.15 1.31
H -2.79634 -2.07476 0.91789 -0.86 1.87 0.50